# 1
{"formula": "C2H4Cl2S", "method": "ωB97M-V with the def2-TZVPD basis set", "elements": ["S", "C", "C", "Cl", "Cl", "H", "H", "H", "H"], "coordinates": [[-1.7941, -0.2372, -0.7948], [-0.4651, -0.3734, 0.3538], [0.9392, 0.1507, 0.1189], [1.0340, 1.7300, -0.5713], [2.1232, -0.9867, -0.7403], [-1.8234, 0.9517, -1.1262], [-0.8839, -0.0299, 1.3165], [-0.4752, -1.4721, 0.3232], [1.3454, 0.2669, 1.1202]], "forces_ev_per_angstrom": [[-0.8, -3.4, -0.6], [-0.6, -0.7, 0.2], [0.8, -0.8, 0.7], [-0.2, 0.8, -0.6], [-1.2, 0.6, 0.5], [0.2, 3.7, -0.7], [0.8, -0.1, -0.2], [0.7, 0.2, 0.8], [0.3, -0.2, -0.1]], "charge": 0, "mol_weight_g_mol": 131.03, "largest_force_ev_per_a": 3.77, "orbital_gap_ev": 10.20, "e_above_lowest_ev": 0.686, "e_homo_ev": -9.46, "smiles": "SCC(Cl)Cl"}

# 2
{"formula": "C2H4Cl2S", "method": "ωB97M-V with the def2-TZVPD basis set", "elements": ["S", "C", "C", "Cl", "Cl", "H", "H", "H", "H"], "coordinates": [[1.9727, -0.2057, -0.3597], [0.8265, -0.1112, 1.0828], [-0.6187, 0.0550, 0.7040], [-1.3261, -1.2944, -0.2520], [-0.7434, 1.5965, -0.2564], [1.4533, -1.1592, -1.2329], [0.9498, -1.0719, 1.7102], [1.1538, 0.7706, 1.5557], [-1.1865, -0.0467, 1.6448]], "forces_ev_per_angstrom": [[0.1, -0.4, -0.5], [0.3, -3.5, -1.3], [-0.3, -0.1, -0.1], [0.4, 0.2, 0.1], [-0.6, -0.7, 0.9], [0.0, 0.7, 1.2], [-0.2, 1.7, -0.7], [0.4, 0.9, 0.9], [-0.2, 1.1, -0.6]], "charge": 0, "mol_weight_g_mol": 131.03, "largest_force_ev_per_a": 3.71, "orbital_gap_ev": 10.00, "e_above_lowest_ev": 0.476, "e_homo_ev": -9.32, "smiles": "SCC(Cl)Cl"}

# 3
{"formula": "C2H4Cl3N", "method": "ωB97M-V with the def2-TZVPD basis set", "elements": ["C", "C", "Cl", "N", "Cl", "Cl", "H", "H", "H", "H"], "coordinates": [[1.4201, 0.0915, 1.2471], [0.0817, 0.2539, 0.6002], [-0.1692, -1.1162, -0.5898], [-0.0469, 1.5511, -0.0831], [1.1006, 1.8491, -1.4407], [-1.6923, 2.2923, -0.1616], [2.2373, -0.0681, 0.5478], [1.4380, -0.7392, 1.9395], [1.6279, 0.9989, 1.8632], [-0.7054, 0.1784, 1.3692]], "forces_ev_per_angstrom": [[0.9, 1.0, 0.8], [-0.7, 0.3, -1.2], [-0.2, 0.0, 0.4], [0.3, 0.9, 0.6], [-1.9, -0.5, 1.4], [2.0, -1.3, -0.5], [-0.1, 0.2, -0.2], [-0.3, -0.4, 0.0], [-0.1, -0.5, -0.5], [0.1, 0.3, -0.7]], "charge": 0, "mol_weight_g_mol": 148.42, "largest_force_ev_per_a": 2.40, "orbital_gap_ev": 8.66, "e_above_lowest_ev": 2.406, "e_homo_ev": -9.54, "smiles": "C[C@H](Cl)N(Cl)Cl"}

# 4
{"formula": "C2H4ClF", "method": "ωB97M-V with the def2-TZVPD basis set", "elements": ["C", "C", "F", "Cl", "H", "H", "H", "H"], "coordinates": [[-1.1634, 0.3659, -0.1477], [0.8660, -0.3299, 0.1138], [1.4013, -0.7401, -1.0598], [1.8679, 0.8943, 0.7155], [-1.0055, 1.1764, -0.7981], [-1.2934, 0.4629, 0.8808], [-1.4139, -0.6466, -0.4914], [0.7410, -1.1830, 0.7870]], "forces_ev_per_angstrom": [[-4.3, -0.8, -1.1], [5.0, -2.0, 0.2], [-0.9, -0.2, -0.2], [-0.1, 0.7, 0.6], [0.3, 0.7, -0.6], [0.1, 0.6, 1.5], [0.4, 0.7, -0.3], [-0.5, 0.2, 0.0]], "s_squared": 2.006, "charge": 0, "mol_weight_g_mol": 82.51, "largest_force_ev_per_a": 5.38, "multiplicity": 3, "orbital_gap_ev": [7.06, 10.04], "e_above_lowest_ev": 1.151, "e_homo_ev": [-6.10, -11.93]}

# 5
{"formula": "C2H4ClF2N", "method": "ωB97M-V with the def2-TZVPD basis set", "elements": ["N", "C", "C", "F", "F", "Cl", "H", "H", "H", "H"], "coordinates": [[0.6165, 0.4417, -1.2589], [-0.4211, -0.2029, -0.5187], [-0.2183, -0.1621, 0.9598], [-1.3314, -0.7280, 1.5020], [-0.1495, 1.1182, 1.4175], [1.2092, -0.9628, 1.5471], [1.5297, 0.0922, -0.9408], [0.5394, 1.4868, -1.1871], [-0.3600, -1.2664, -0.8026], [-1.4146, 0.1832, -0.7182]], "forces_ev_per_angstrom": [[0.3, 1.7, -0.3], [0.9, -1.1, -0.5], [-1.2, 0.6, 0.6], [0.3, 0.0, 0.5], [-0.2, -0.1, -0.1], [0.5, -0.5, 0.1], [-0.5, 0.6, -0.3], [0.5, -1.6, 0.0], [-0.5, 0.2, 0.2], [0.0, 0.1, -0.2]], "charge": 0, "mol_weight_g_mol": 115.51, "largest_force_ev_per_a": 1.77, "orbital_gap_ev": 10.82, "e_above_lowest_ev": 0.070, "e_homo_ev": -9.98, "smiles": "NCC(F)(F)Cl"}

# 6
{"formula": "C2H4ClFO", "method": "ωB97M-V with the def2-TZVPD basis set", "elements": ["C", "C", "O", "F", "Cl", "H", "H", "H", "H"], "coordinates": [[-1.4022, -0.2004, 0.2343], [1.6272, 0.3020, -0.2727], [-0.6487, 0.9192, 0.3289], [2.5411, 1.0341, 0.2834], [1.5652, -1.3670, -0.0793], [-0.7828, -0.9680, 0.7700], [-1.6593, -0.3784, -0.7344], [-2.4136, 0.1070, 0.6511], [1.1731, 0.5515, -1.1812]], "forces_ev_per_angstrom": [[0.2, 0.8, 2.9], [-1.8, -0.6, 0.3], [1.7, 1.5, -0.1], [0.2, -0.1, 0.2], [0.7, -0.4, 0.6], [-1.6, -0.2, -0.3], [-0.3, -1.4, -3.1], [1.0, -0.8, 0.6], [0.0, 1.2, -1.1]], "charge": 0, "mol_weight_g_mol": 98.50, "largest_force_ev_per_a": 3.42, "orbital_gap_ev": [7.79, 10.02], "e_above_lowest_ev": 4.314, "e_homo_ev": [-8.55, -9.91]}

# 7
{"formula": "C2H4ClFO2S", "method": "ωB97M-V with the def2-TZVPD basis set", "elements": ["C", "C", "O", "O", "F", "S", "Cl", "H", "H", "H", "H"], "coordinates": [[-1.3141, -0.5712, 0.3900], [-0.5528, 0.6928, 0.2542], [2.6535, 0.7107, 0.3135], [1.5047, -1.4265, 0.1314], [-0.6642, 1.4697, -0.8743], [1.5894, -0.0647, -0.2760], [1.7032, 0.2177, -2.3001], [-1.9308, -0.5737, 1.3993], [-2.1445, -0.6595, -0.3192], [-0.4795, -1.2904, 0.2045], [-0.3647, 1.4950, 1.0766]], "forces_ev_per_angstrom": [[-1.1, 0.6, 1.4], [2.7, 2.8, -0.7], [-0.4, 0.0, -0.6], [0.1, -1.4, -0.7], [-1.0, -0.9, 0.5], [-1.3, 2.2, 2.6], [-0.1, -0.3, -0.1], [2.0, -0.4, -1.6], [0.6, 0.1, -0.5], [-1.4, -0.6, 0.8], [-0.2, -2.1, -1.0]], "charge": 0, "mol_weight_g_mol": 146.57, "largest_force_ev_per_a": 3.94, "orbital_gap_ev": 9.23, "e_above_lowest_ev": 1.402, "e_homo_ev": -10.16}

# 8
{"formula": "C2H4ClIOS", "method": "ωB97M-V with the def2-TZVPD basis set", "elements": ["C", "C", "O", "I", "S", "Cl", "H", "H", "H", "H"], "coordinates": [[-0.5664, -1.0415, -0.1886], [-0.0651, 0.3007, 0.2105], [1.4364, 0.4507, -0.6236], [2.8987, -0.6430, 0.1446], [-1.0410, 1.5703, -0.4345], [-0.3068, 3.2512, 0.5306], [-0.0797, -1.9510, 0.1728], [-0.8968, -1.2608, -1.2222], [-1.6023, -1.0842, 0.2029], [0.2231, 0.4077, 1.2074]], "forces_ev_per_angstrom": [[-2.9, -1.1, -0.1], [3.5, -0.6, -3.4], [-2.1, -0.1, 1.5], [-0.4, 0.2, -0.1], [-0.1, 1.0, 0.1], [-0.2, -0.8, -0.3], [0.5, 0.6, 0.2], [1.2, 0.8, -0.1], [0.3, -0.2, 0.7], [0.3, 0.2, 1.6]], "charge": 0, "mol_weight_g_mol": 238.48, "largest_force_ev_per_a": 4.91, "orbital_gap_ev": 8.68, "e_above_lowest_ev": 0.427, "e_homo_ev": -9.10, "smiles": "C[C@@H](OI)SCl"}

# 9
{"formula": "C2H4ClN", "method": "ωB97M-V with the def2-TZVPD basis set", "elements": ["C", "C", "N", "Cl", "H", "H", "H", "H"], "coordinates": [[-0.5376, 0.1295, 0.4766], [0.6855, 0.7487, 0.0407], [-0.5980, -1.8152, -1.2303], [-1.6968, 1.0033, 1.3948], [0.7574, 1.7622, 0.4276], [0.8189, 0.6391, -1.0710], [1.4085, -0.0224, 0.3864], [-0.8379, -2.4452, -0.4248]], "forces_ev_per_angstrom": [[-1.4, -1.8, -0.2], [0.0, 0.2, -0.3], [-0.2, -0.1, 0.7], [0.9, 0.1, -0.5], [0.9, 0.2, -0.2], [-0.5, 0.2, 0.9], [0.1, 0.7, 0.2], [0.2, 0.4, -0.5]], "charge": 0, "mol_weight_g_mol": 77.51, "largest_force_ev_per_a": 2.24, "orbital_gap_ev": [8.23, 7.50], "e_above_lowest_ev": 7.387, "e_homo_ev": [-8.75, -8.34]}

# 10
{"formula": "C2H4ClN2", "method": "ωB97M-V with the def2-TZVPD basis set", "elements": ["C", "N", "C", "N", "Cl", "H", "H", "H", "H"], "coordinates": [[0.1921, -1.4501, -1.1877], [0.3904, -0.4310, -0.5155], [0.2329, 0.2923, 0.5253], [-0.5555, 1.5038, 0.6878], [1.2507, -0.2041, 1.9127], [0.8485, -1.5557, -2.0065], [-0.7044, -2.0000, -0.9891], [-1.1758, 1.8363, -0.0361], [-0.4790, 2.0085, 1.6090]], "forces_ev_per_angstrom": [[-0.7, 0.5, -0.3], [0.1, 1.8, 1.3], [-1.3, 3.3, 2.3], [3.0, -3.6, 0.8], [-1.4, 0.8, -1.4], [0.5, -0.8, -1.0], [-0.2, -1.0, 0.0], [0.1, -0.1, 0.0], [-0.1, -0.9, -1.6]], "charge": 1, "mol_weight_g_mol": 91.52, "largest_force_ev_per_a": 4.72, "orbital_gap_ev": 10.47, "e_above_lowest_ev": 0.165, "e_homo_ev": -15.86, "smiles": "C=NC(=[NH2+])Cl"}

What did the seventh record say?
{"formula": "C2H4ClFO2S", "method": "ωB97M-V with the def2-TZVPD basis set", "elements": ["C", "C", "O", "O", "F", "S", "Cl", "H", "H", "H", "H"], "coordinates": [[-1.3141, -0.5712, 0.3900], [-0.5528, 0.6928, 0.2542], [2.6535, 0.7107, 0.3135], [1.5047, -1.4265, 0.1314], [-0.6642, 1.4697, -0.8743], [1.5894, -0.0647, -0.2760], [1.7032, 0.2177, -2.3001], [-1.9308, -0.5737, 1.3993], [-2.1445, -0.6595, -0.3192], [-0.4795, -1.2904, 0.2045], [-0.3647, 1.4950, 1.0766]], "forces_ev_per_angstrom": [[-1.1, 0.6, 1.4], [2.7, 2.8, -0.7], [-0.4, 0.0, -0.6], [0.1, -1.4, -0.7], [-1.0, -0.9, 0.5], [-1.3, 2.2, 2.6], [-0.1, -0.3, -0.1], [2.0, -0.4, -1.6], [0.6, 0.1, -0.5], [-1.4, -0.6, 0.8], [-0.2, -2.1, -1.0]], "charge": 0, "mol_weight_g_mol": 146.57, "largest_force_ev_per_a": 3.94, "orbital_gap_ev": 9.23, "e_above_lowest_ev": 1.402, "e_homo_ev": -10.16}